No. 1
A structure of composition C3H9NO. Source: the OMol25 dataset; level of theory: ωB97M-V/def2-TZVPD.

Orbital gap, Ha: 0.3465
DFT total energy, eV: -6788.14452
E_LUMO, eV: 1.06
ΔE to the lowest compared entry with this formula, charge and spin, kcal/mol: 159.4
Molecular weight, g/mol: 75.111

Geometry as ORCA input:
```
! wB97M-V def2-TZVPD RIJCOSX def2/J DEFGRID3
* xyz 0 1
C 0.806 1.272 -0.666
C 0.388 -0.631 0.447
C 1.251 -1.564 0.076
H 0.191 -0.257 1.440
H 1.379 1.031 -1.557
H 0.072 2.071 -0.805
H 1.476 1.524 0.148
H 1.391 -1.862 -0.953
H 1.819 -2.075 0.844
N -2.067 0.208 0.680
O -1.292 -0.578 -0.221
H -0.086 0.406 -0.586
H -2.561 0.880 0.094
H -2.768 -0.426 1.058
*
```


No. 2
A cluster of 2 separate species, C3H9NO in total. Source: the OMol25 dataset; level of theory: ωB97M-V/def2-TZVPD.

Orbital gap, Ha: 0.3954
DFT total energy, eV: -6793.07207
E_LUMO, eV: 0.95
Structure (SMILES): C=C.NCO
ΔE to the lowest compared entry with this formula, charge and spin, kcal/mol: 45.7
Molecular weight, g/mol: 75.111

Geometry as ORCA input:
```
! wB97M-V def2-TZVPD RIJCOSX def2/J DEFGRID3
* xyz 0 1
C -2.051 1.570 -0.080
C -3.187 2.165 -0.386
H -1.535 0.917 -0.768
H -1.663 1.680 0.925
H -3.704 1.937 -1.314
H -3.653 2.971 0.168
N 2.665 -1.469 0.967
C 1.533 -1.059 0.198
O 1.282 -1.739 -1.032
H 2.462 -2.199 1.633
H 3.468 -1.689 0.397
H 0.632 -1.111 0.804
H 1.628 -0.007 -0.075
H 2.122 -1.965 -1.437
*
```


No. 3
The molecule C3H9NO. Source: the OMol25 dataset; level of theory: ωB97M-V/def2-TZVPD.

Orbital gap, Ha: 0.3545
DFT total energy, eV: -6792.44567
E_LUMO, eV: 1.05
Structure (SMILES): COCCN
ΔE to the lowest compared entry with this formula, charge and spin, kcal/mol: 60.2
Molecular weight, g/mol: 75.111

Geometry as ORCA input:
```
! wB97M-V def2-TZVPD RIJCOSX def2/J DEFGRID3
* xyz 0 1
C -2.295 0.068 -0.068
O -1.133 -0.485 0.458
C 0.200 0.352 0.133
C 1.133 -0.810 0.119
N 2.325 0.088 -0.115
H -2.592 0.979 0.477
H -2.183 0.351 -1.133
H -3.101 -0.670 0.001
H 0.282 1.034 0.986
H 0.059 0.842 -0.838
H 0.972 -1.458 -0.740
H 1.224 -1.294 1.089
H 2.443 0.414 -1.068
H 2.666 0.588 0.698
*
```


No. 4
A cluster of 2 separate species, C3H9NO in total. Source: the OMol25 dataset; level of theory: ωB97M-V/def2-TZVPD.

Orbital gap, Ha: 0.3391
DFT total energy, eV: -6791.96878
E_LUMO, eV: 0.66
Structure (SMILES): C=CCN.O
ΔE to the lowest compared entry with this formula, charge and spin, kcal/mol: 71.2
Molecular weight, g/mol: 75.111

Geometry as ORCA input:
```
! wB97M-V def2-TZVPD RIJCOSX def2/J DEFGRID3
* xyz 0 1
C 0.832 -0.191 1.296
C -0.374 0.311 0.997
C -1.264 -0.402 -0.058
N -2.295 0.554 -0.423
H 1.724 0.479 1.323
H 0.983 -1.223 1.555
H -0.414 1.461 0.889
H -0.612 -0.598 -0.945
H -1.603 -1.458 0.374
H -2.875 0.338 -1.159
H -2.718 1.298 0.118
O 2.810 0.042 -0.999
H 3.424 0.275 -1.779
H 2.382 -0.885 -1.190
*
```


No. 5
A cluster of 2 separate species, C3H9NO in total. Source: the OMol25 dataset; level of theory: ωB97M-V/def2-TZVPD.

Orbital gap, Ha: 0.3739
DFT total energy, eV: -6792.06104
E_LUMO, eV: 1.00
Structure (SMILES): C=CO.CN
ΔE to the lowest compared entry with this formula, charge and spin, kcal/mol: 69.1
Molecular weight, g/mol: 75.111

Geometry as ORCA input:
```
! wB97M-V def2-TZVPD RIJCOSX def2/J DEFGRID3
* xyz 0 1
C -0.333 -0.039 2.421
C 0.185 -1.304 2.385
O 0.317 -1.974 1.171
H -0.596 0.412 3.349
H -0.716 0.353 1.496
H 0.093 -2.029 3.146
H 0.874 -1.267 0.823
C 0.414 1.339 -2.049
N -0.217 -0.038 -2.105
H 1.477 1.216 -2.228
H -0.098 1.974 -2.862
H 0.350 1.855 -0.988
H -0.648 -0.364 -2.968
H -1.101 -0.134 -1.590
*
```


No. 6
A cluster of 2 separate species, C3H9NO in total. Source: the OMol25 dataset; level of theory: ωB97M-V/def2-TZVPD.

Orbital gap, Ha: 0.3697
DFT total energy, eV: -6792.82731
E_LUMO, eV: 0.88
Structure (SMILES): C=C.NCO
ΔE to the lowest compared entry with this formula, charge and spin, kcal/mol: 51.4
Molecular weight, g/mol: 75.111

Geometry as ORCA input:
```
! wB97M-V def2-TZVPD RIJCOSX def2/J DEFGRID3
* xyz 0 1
C 0.645 -2.412 -1.190
C 1.294 -3.572 -1.097
H -0.164 -2.299 -1.898
H 0.862 -1.658 -0.444
H 1.067 -4.389 -1.769
H 2.243 -3.610 -0.576
N -0.335 1.959 1.906
C -0.623 2.054 0.516
O -1.939 2.596 0.425
H 0.578 2.234 2.218
H -1.002 2.509 2.431
H 0.033 2.786 0.008
H -0.497 1.128 -0.051
H -2.161 2.671 -0.481
*
```